ORCA calculation (ωB97M-V/def2-TZVPD) on a structure of composition C33H29N9OSbV.

Geometry as XYZ:
```
74
Properties=species:S:1:pos:R:3
V -0.82160 0.09396 0.21088
C -2.31744 -3.16564 0.90108
C -3.25162 -2.06384 1.30684
C -4.47375 -2.44217 1.86662
C -5.38982 -1.49029 2.24631
C -5.06359 -0.15861 2.03413
C -3.83807 0.15740 1.47432
N -2.92211 -0.77252 1.12694
Sb -3.51550 2.24877 1.15436
C -2.90690 2.15609 -0.89343
C -3.67314 2.95486 -1.72380
C -3.40003 2.97486 -3.08383
C -2.37217 2.18785 -3.54380
C -1.62819 1.40158 -2.66082
C -0.51231 0.58647 -3.23509
N -1.89057 1.38912 -1.34047
C -1.59507 2.40289 2.10005
C -1.60114 3.34794 3.11276
C -0.43470 3.60431 3.81576
C 0.69399 2.90967 3.45497
C 0.65538 1.96907 2.42287
C 1.94750 1.29858 2.07250
N -0.48991 1.70159 1.75403
H -2.88958 -3.99455 0.48438
H -1.78648 -3.55271 1.77463
H -1.59264 -2.84155 0.16550
H -4.68556 -3.49627 1.98612
H -6.34093 -1.77045 2.67956
H -5.75977 0.62784 2.29514
H -4.47540 3.55494 -1.31444
H -3.98022 3.58875 -3.76010
H -2.11991 2.16260 -4.59490
H -0.74070 0.33812 -4.27117
H -0.34463 -0.32310 -2.67211
H 0.41837 1.15281 -3.20510
H -2.51212 3.88217 3.34920
H -0.41244 4.33379 4.61463
H 1.63490 3.08191 3.95835
H 2.65513 1.42203 2.89050
H 2.36439 1.74351 1.17045
H 1.82975 0.24346 1.85538
N 2.46943 -2.84380 -1.74826
C 1.22770 -2.59074 -2.16955
N 0.44037 -2.38507 -1.13445
C 1.29431 -2.50867 -0.07884
N 2.53107 -2.80091 -0.41015
C 0.93140 -2.29020 1.32890
C 1.54552 -3.03862 2.33197
N 1.25207 -2.87897 3.61308
C 0.31899 -1.97667 3.90174
C -0.30130 -1.22669 2.91870
N 0.01587 -1.36497 1.62805
H 3.29980 -3.01900 -2.29108
H 0.94617 -2.56798 -3.20970
H 2.29315 -3.77654 2.07047
H 0.05309 -1.84629 4.94328
H -1.06211 -0.49809 3.16456
N 8.43745 0.97378 -3.80242
C 7.38278 0.90124 -3.35239
C 6.06311 0.81053 -2.78953
C 5.02328 1.57086 -3.31947
C 3.75440 1.47459 -2.77926
C 3.49713 0.61752 -1.70439
C 4.55471 -0.13311 -1.17483
C 5.82514 -0.04000 -1.71091
C 2.18105 0.50318 -1.14931
C 1.06212 0.38191 -0.67705
H 5.21641 2.23467 -4.15114
H 2.94855 2.07096 -3.18604
H 4.36441 -0.79222 -0.33793
H 6.63986 -0.61886 -1.29698
O -2.19681 -1.55491 -1.72271
H -1.48645 -2.21382 -1.65984
H -2.98407 -2.01834 -2.02372
```

Results
* LUMO energy (alpha / beta): -0.1055 / -0.1108 hartree
* ⟨S²⟩: 3.763
* total charge: +1
* highest occupied orbital energy (alpha / beta): -9.874 / -10.344 eV
* relative energy (zero: lowest compared OMol25 entry of this formula, charge and spin): 1.01 kcal per mole
* spin multiplicity: 4
* energy: -3027.021313 hartree
* Kohn-Sham gap (alpha / beta): 7.00 / 7.33 eV